Entry 1:
Computed, not measured: a structure of composition C2F3NO5S2V in a non-equilibrium geometry, with ωB97M-V/def2-TZVPD.

Geometry (Å):
O -3.20 -0.10 2.41
C -2.51 -0.97 1.95
O -2.30 -2.12 1.79
V -2.24 1.90 2.17
N 0.63 -0.52 0.05
S 0.52 0.21 1.50
O 1.40 1.44 1.53
O -1.10 0.65 1.49
S 0.43 0.44 -1.28
O -0.66 -0.15 -2.15
C 1.97 -0.11 -2.18
F 3.06 0.22 -1.49
F 1.99 -1.41 -2.42
F 2.02 0.53 -3.36

Summary:
* charge: -1
* max |F|: 2.6 eV/A
* expectation value of S²: 6.01
* E_tot: -69310.604 eV
* multiplicity: 5


Entry 2:
Computed, not measured: the molecule C8H12ClF in a non-equilibrium geometry, with ωB97M-V/def2-TZVPD.

Geometry (Å):
C 0.02 -1.36 -0.50
C -1.27 -1.05 -0.23
C 1.01 -0.32 -0.85
C -1.74 0.26 -0.50
C 1.18 0.63 0.40
C 0.04 1.56 0.51
C -2.18 -2.05 0.41
C 2.51 1.38 0.26
F 0.04 2.61 -0.34
Cl -3.26 0.79 0.13
H 0.39 -2.34 -0.27
H 1.98 -0.76 -1.08
H 0.70 0.31 -1.69
H -1.46 0.77 -1.41
H 1.20 0.01 1.30
H -0.44 1.80 1.44
H -1.62 -2.91 0.77
H -2.93 -2.40 -0.31
H -2.71 -1.61 1.25
H 2.65 2.06 1.10
H 2.53 1.96 -0.66
H 3.34 0.67 0.25

Summary:
* max |F|: 2.8 eV/A
* expectation value of S²: 2.03
* E_tot: -23726.492 eV
* multiplicity: 3


Entry 3:
Computed, not measured: a structure of composition C19H10Br3N5OsS2 in a non-equilibrium geometry, with ωB97M-V/def2-TZVPD.

Geometry (Å):
Os -0.13 0.24 0.02
Br 2.00 6.59 0.03
C 1.47 4.79 -0.02
C 2.40 3.75 -0.07
C 1.94 2.45 -0.07
N 0.64 2.12 -0.04
C -0.27 3.13 -0.02
C 0.11 4.46 0.00
C -1.68 2.71 -0.02
C -2.73 3.61 -0.02
C -4.05 3.16 -0.01
Br -5.48 4.38 -0.01
C -4.25 1.78 0.01
C -3.16 0.94 0.00
N -1.89 1.36 -0.02
H 3.45 3.95 -0.09
H 2.65 1.64 -0.10
H -0.62 5.25 0.04
H -2.54 4.67 -0.03
H -5.25 1.37 0.04
H -3.34 -0.13 0.02
S 1.89 -0.79 0.43
C 2.73 -2.19 -0.12
C 4.11 -1.94 -0.29
N 5.21 -1.67 -0.42
C 2.25 -3.49 -0.26
S 0.67 -4.02 -0.06
C 3.24 -4.47 -0.56
N 4.05 -5.25 -0.77
Br -3.79 -3.07 -2.75
C -2.98 -2.60 -1.11
C -3.54 -2.97 0.12
C -2.88 -2.62 1.28
C -1.72 -1.87 1.20
N -1.22 -1.45 0.03
C -1.82 -1.84 -1.11
H -4.47 -3.53 0.14
H -3.26 -2.92 2.25
H -1.17 -1.59 2.09
H -1.35 -1.53 -2.04

Summary:
* charge: +2
* max |F|: 1.7 eV/A
* expectation value of S²: 6.05
* E_tot: -261561.782 eV
* multiplicity: 5


Entry 4:
Computed, not measured: a cluster of 2 separate species, C3H8N2O2 in total in a non-equilibrium geometry, with ωB97M-V/def2-TZVPD.

Geometry (Å):
C -0.19 -0.05 1.10
C 1.00 1.19 -0.72
C 0.10 0.00 -0.34
N -0.42 -0.93 -1.03
N -2.96 -0.15 0.47
O -4.01 0.33 0.88
O -3.17 -1.26 -0.31
H -0.89 0.80 1.16
H -0.56 -0.97 1.38
H 0.73 0.24 1.57
H 1.06 1.89 0.10
H 1.85 0.75 -1.21
H 0.44 1.72 -1.53
H -2.24 -1.45 -0.71
H -0.23 -0.92 -2.06

Summary:
* max |F|: 3.3 eV/A
* expectation value of S²: 2.01
* E_tot: -10310.288 eV
* multiplicity: 3


Entry 5:
Computed, not measured: a structure of composition C4H5NO2 in a non-equilibrium geometry, with ωB97M-V/def2-TZVPD.

Geometry (Å):
N 0.40 1.30 0.98
C 0.15 0.24 0.11
C -1.19 0.10 -0.57
C -0.64 -1.03 0.22
O 0.29 -1.79 -0.57
C 1.11 -0.68 -0.64
O 2.24 -0.67 -1.05
H 0.69 2.13 0.47
H 1.11 1.06 1.66
H -2.04 0.60 -0.10
H -1.09 0.18 -1.65
H -1.03 -1.45 1.14

Summary:
* max |F|: 1.3 eV/A
* E_tot: -9812.263 eV


Entry 6:
Computed, not measured: a structure of composition C28H42IMgN4O2P2, with ωB97M-V/def2-TZVPD.

Geometry (Å):
Mg -0.16 0.24 0.22
N -1.77 1.53 1.16
C -2.19 2.70 0.34
C -2.92 2.26 -0.92
C -2.02 1.66 -1.98
N -1.47 0.33 -1.55
H -2.60 1.05 1.49
H -1.31 1.87 2.00
H -1.29 3.25 0.07
H -2.83 3.37 0.93
H -3.42 3.13 -1.35
H -3.72 1.54 -0.66
H -1.17 2.32 -2.16
H -2.57 1.56 -2.91
H -0.90 -0.04 -2.31
H -2.25 -0.32 -1.46
C 0.40 -2.38 -2.63
P 1.14 -1.65 -1.11
C 1.09 -3.18 -0.05
N 1.91 -4.15 -0.36
C 1.85 -5.30 0.34
C 2.73 -6.37 0.04
C 2.65 -7.53 0.75
C 1.68 -7.69 1.78
C 0.82 -6.68 2.09
C 0.89 -5.46 1.37
N 0.04 -4.45 1.67
C 0.13 -3.33 1.00
P -1.05 -1.97 1.48
C -2.63 -2.76 0.98
C -1.08 -2.01 3.35
C 0.36 -1.95 3.85
C -1.82 -0.73 3.78
C -1.80 -3.22 3.94
C 2.91 -1.30 -1.54
C 3.57 -2.32 -2.47
C 2.86 0.07 -2.24
C 3.67 -1.18 -0.22
H 0.91 -3.31 -2.86
H 0.50 -1.70 -3.47
H -0.66 -2.59 -2.47
H 3.46 -6.23 -0.74
H 3.32 -8.35 0.52
H 1.64 -8.62 2.32
H 0.08 -6.78 2.87
H -2.68 -3.77 1.37
H -2.69 -2.80 -0.11
H -3.48 -2.18 1.35
H 0.92 -1.13 3.39
H 0.89 -2.88 3.65
H 0.36 -1.80 4.93
H -1.27 0.16 3.50
H -1.91 -0.73 4.87
H -2.84 -0.68 3.37
H -1.37 -4.16 3.60
H -2.87 -3.22 3.70
H -1.71 -3.17 5.03
H 3.12 -2.31 -3.46
H 3.51 -3.33 -2.07
H 4.62 -2.05 -2.58
H 2.30 0.03 -3.18
H 3.88 0.38 -2.49
H 2.43 0.84 -1.60
H 3.77 -2.15 0.27
H 3.18 -0.49 0.47
H 4.68 -0.80 -0.42
I 2.32 6.55 5.26
C 1.98 4.98 3.94
C 1.62 5.25 2.62
C 1.39 4.20 1.75
C 1.52 2.89 2.18
C 1.89 2.62 3.50
C 2.13 3.67 4.38
C 1.20 1.77 1.25
O 1.14 0.58 1.71
O 0.86 2.01 0.05
H 1.52 6.28 2.29
H 1.12 4.40 0.72
H 2.00 1.60 3.82
H 2.42 3.46 5.40

Summary:
* charge: +1
* max |F|: 0.9 eV/A
* E_tot: -71896.809 eV


Entry 7:
Computed, not measured: a cluster of 2 separate species, C4H11ClN3O3P in total in a non-equilibrium geometry, with ωB97M-V/def2-TZVPD.

Geometry (Å):
N -0.72 -1.02 -2.59
C -0.13 -0.17 -1.65
N -0.36 1.32 -1.80
C -0.21 2.07 -0.49
C -0.51 1.04 0.80
C 0.67 -0.10 0.75
P 0.58 -1.40 2.14
O 0.94 -2.82 1.47
O -0.95 -1.51 2.96
O 1.86 -1.07 3.31
N 0.69 -0.85 -0.57
H -0.22 -1.30 -3.47
H -1.64 -1.43 -2.30
H 0.25 1.75 -2.54
H 0.92 2.42 -0.33
H -0.96 2.98 -0.50
H -0.50 1.66 1.82
H -1.60 0.62 0.61
H 1.69 0.46 0.85
H -1.67 -1.91 2.38
H 2.71 -0.96 2.79
H 1.67 -1.07 -0.89
Cl -2.52 1.31 -2.74

Summary:
* max |F|: 6.7 eV/A
* E_tot: -36745.834 eV


Entry 8:
Computed, not measured: a structure of composition C36H70Cl2N2O2S in a non-equilibrium geometry, with ωB97M-V/def2-TZVPD.

Geometry (Å):
C -1.69 5.42 3.52
C -0.32 4.64 3.36
C -0.32 3.18 3.93
Cl 1.46 2.64 3.87
C -1.21 2.16 3.08
C -1.29 2.38 1.62
C -2.11 1.47 0.68
N -2.22 1.67 -0.69
S -3.19 0.35 -1.09
N -3.47 -0.41 0.36
C -2.82 0.31 1.34
C -2.72 0.11 2.85
Cl -3.61 -1.30 3.53
C -1.94 0.98 3.75
O -1.87 0.70 5.10
C -2.64 1.62 5.89
C -2.25 1.32 7.40
C -0.74 1.70 7.71
O -3.11 1.99 8.34
H -1.51 6.35 4.13
H -2.03 5.78 2.51
H -2.47 4.82 4.07
H 0.02 4.71 2.29
H 0.46 5.22 3.95
H -0.57 3.16 5.03
H -0.74 3.21 1.12
H -2.41 2.70 5.71
H -3.76 1.48 5.81
H -2.34 0.22 7.59
H -0.65 1.76 8.83
H -0.03 0.90 7.35
H -0.46 2.72 7.33
H -3.53 2.74 7.90
C 0.22 -1.61 1.41
C 1.66 -1.32 1.73
C 2.26 -0.26 0.81
C 2.36 -0.62 -0.67
C 3.17 -1.88 -0.98
C 4.63 -1.78 -0.56
H 0.11 -2.02 0.40
H -0.18 -2.35 2.11
H -0.39 -0.71 1.50
H 2.26 -2.23 1.70
H 1.71 -0.95 2.76
H 3.26 -0.01 1.18
H 1.66 0.65 0.91
H 2.81 0.23 -1.20
H 1.35 -0.73 -1.09
H 3.12 -2.06 -2.06
H 2.71 -2.75 -0.51
H 5.12 -0.94 -1.07
H 5.16 -2.70 -0.83
H 4.73 -1.64 0.51
C -3.63 -4.88 3.91
C -5.14 -4.97 4.04
C -5.65 -4.61 5.44
C -5.16 -5.54 6.56
C -5.50 -7.02 6.37
C -7.00 -7.29 6.35
H -3.12 -5.58 4.57
H -3.33 -5.11 2.88
H -3.28 -3.87 4.14
H -5.48 -5.97 3.75
H -5.60 -4.27 3.33
H -6.74 -4.60 5.43
H -5.34 -3.59 5.68
H -5.58 -5.20 7.51
H -4.07 -5.44 6.67
H -5.06 -7.58 7.20
H -5.04 -7.41 5.46
H -7.47 -6.96 7.28
H -7.19 -8.36 6.24
H -7.49 -6.78 5.51
C 1.19 3.30 -1.29
C 0.97 2.40 -2.50
C 2.23 2.19 -3.34
C 2.80 3.46 -3.98
C 1.84 4.23 -4.88
C 1.39 3.42 -6.09
H 1.50 4.31 -1.59
H 0.27 3.39 -0.71
H 1.97 2.89 -0.64
H 0.16 2.81 -3.11
H 0.62 1.43 -2.14
H 2.01 1.46 -4.12
H 3.00 1.74 -2.71
H 3.69 3.18 -4.56
H 3.16 4.14 -3.19
H 2.34 5.13 -5.24
H 0.96 4.56 -4.32
H 2.25 3.12 -6.70
H 0.73 4.02 -6.72
H 0.84 2.52 -5.80
C 2.94 -0.48 -6.83
C 3.77 0.62 -7.50
C 3.31 0.92 -8.92
C 3.44 -0.24 -9.91
C 4.85 -0.81 -10.06
C 5.86 0.20 -10.59
H 3.03 -1.43 -7.36
H 3.29 -0.64 -5.80
H 1.89 -0.20 -6.79
H 4.83 0.34 -7.48
H 3.68 1.53 -6.90
H 3.88 1.78 -9.30
H 2.26 1.24 -8.90
H 3.10 0.10 -10.89
H 2.76 -1.05 -9.62
H 4.81 -1.66 -10.74
H 5.20 -1.21 -9.10
H 5.55 0.57 -11.57
H 6.84 -0.27 -10.70
H 5.98 1.05 -9.92

Summary:
* max |F|: 4.4 eV/A
* E_tot: -81420.880 eV


Entry 9:
Computed, not measured: a structure of composition C23H52O4P4Ru in a non-equilibrium geometry, with ωB97M-V/def2-TZVPD.

Geometry (Å):
Ru -0.44 0.35 0.00
P -2.65 0.60 -0.65
P 0.55 0.36 -2.02
P -0.67 0.20 2.25
H 3.36 3.40 -1.62
C 4.05 3.06 -0.85
C 4.79 1.96 -0.89
H 4.73 1.20 -1.66
C -3.51 2.10 0.10
C -3.47 -0.77 -1.71
C -3.66 -0.37 0.73
C 2.21 -0.37 -2.06
C -0.35 -0.45 -3.39
C 0.72 2.10 -2.49
C 0.86 0.06 3.24
C -1.68 -1.06 3.14
C -1.36 1.82 2.75
H 4.29 3.80 -0.08
H 5.69 1.90 -0.27
H -4.52 2.14 -0.35
H -2.97 3.02 -0.16
H -3.62 2.04 1.19
H -4.56 -0.64 -1.63
H -3.21 -1.78 -1.34
H -3.20 -0.69 -2.76
H -4.73 -0.34 0.47
H -3.56 0.08 1.72
H -3.33 -1.41 0.78
H 2.47 -0.59 -3.11
H 2.23 -1.31 -1.48
H 2.93 0.35 -1.64
H -1.10 0.24 -3.79
H -0.84 -1.36 -3.01
H 0.38 -0.72 -4.16
H 1.37 2.16 -3.37
H 1.15 2.68 -1.67
H -0.28 2.46 -2.73
H 0.62 -0.34 4.22
H 1.32 1.04 3.35
H 1.58 -0.59 2.74
H -1.14 -1.36 4.05
H -1.83 -1.96 2.52
H -2.65 -0.66 3.44
H -0.64 2.30 3.42
H -2.31 1.68 3.28
H -1.51 2.46 1.87
C 3.84 0.81 1.61
C 2.81 1.68 1.25
C 2.45 2.74 2.06
C 3.01 2.88 3.33
C 3.95 1.92 3.75
C 4.40 0.90 2.89
O 4.52 0.12 0.59
H 4.72 -0.79 0.87
H 2.38 1.63 0.24
H 1.69 3.45 1.69
H 2.72 3.74 3.95
H 4.34 1.98 4.77
H 5.16 0.19 3.18
C 1.18 -4.34 1.72
C 1.78 -3.24 0.89
O 0.84 -2.82 -0.22
P -0.43 -1.84 -0.05
O -1.69 -2.86 0.12
C -1.79 -4.28 -0.28
C -1.45 -4.47 -1.74
O -2.33 1.53 -2.10
C -3.42 2.10 -2.86
C -3.06 2.08 -4.33
H 1.93 -4.68 2.44
H 0.91 -5.22 1.12
H 0.31 -3.99 2.29
H 2.00 -2.33 1.46
H 2.68 -3.58 0.36
H -1.12 -4.87 0.35
H -2.82 -4.56 -0.08
H -0.40 -4.27 -1.94
H -1.65 -5.50 -2.04
H -2.07 -3.83 -2.38
H -4.35 1.53 -2.69
H -3.58 3.13 -2.51
H -3.13 1.06 -4.73
H -2.05 2.47 -4.51
H -3.78 2.71 -4.86

Summary:
* charge: +3
* max |F|: 3.0 eV/A
* expectation value of S²: 8.79
* E_tot: -72589.668 eV
* multiplicity: 6


Entry 10:
Computed, not measured: a structure of composition C9H38AsF6N18O10 in a non-equilibrium geometry, with ωB97M-V/def2-TZVPD.

Geometry (Å):
As 0.67 -0.27 0.09
F 1.50 -1.56 0.93
F 0.07 -1.40 -1.08
F -0.17 1.00 -0.74
F 1.29 0.88 1.25
F 2.12 -0.01 -0.84
F -0.72 -0.59 1.09
C -1.39 -4.66 -1.89
O -1.38 -5.69 -2.52
N -0.36 -4.25 -1.06
N -2.47 -3.81 -1.80
H -0.27 -3.27 -0.82
H 0.56 -4.59 -1.29
H -3.22 -3.82 -2.46
H -2.45 -3.08 -1.11
C 3.67 3.12 -0.59
O 4.15 4.25 -0.53
N 4.41 2.00 -0.81
N 2.31 2.92 -0.60
H 5.39 2.05 -0.64
H 3.99 1.14 -1.11
H 1.76 3.74 -0.43
H 1.98 2.02 -0.27
C -4.68 0.32 -1.15
O -5.12 -0.65 -1.78
N -5.25 0.79 -0.01
N -3.52 0.95 -1.46
H -6.16 0.49 0.25
H -4.85 1.65 0.36
H -3.04 0.64 -2.28
H -3.25 1.79 -0.97
C -2.81 2.28 1.84
O -3.80 2.93 1.45
N -1.55 2.54 1.43
N -2.96 1.25 2.71
H -1.26 3.39 0.99
H -0.87 1.84 1.69
H -2.15 0.76 3.05
H -3.92 1.00 2.87
C -2.87 -3.00 1.97
O -3.59 -3.76 2.63
N -3.44 -2.19 1.01
N -1.53 -2.96 2.07
H -4.45 -2.15 1.04
H -2.93 -1.39 0.68
H -1.02 -2.17 1.70
H -1.02 -3.57 2.68
C 5.14 -1.82 1.68
O 5.19 -2.72 0.85
N 6.21 -1.43 2.44
N 4.04 -1.04 1.78
H 6.99 -2.06 2.48
H 6.15 -0.73 3.15
H 3.90 -0.37 2.53
H 3.15 -1.27 1.35
C 1.31 -0.59 -5.05
O 1.53 -0.29 -6.21
N 0.26 -1.33 -4.58
N 2.20 -0.26 -4.06
H 0.05 -1.37 -3.60
H -0.48 -1.58 -5.21
H 2.00 -0.29 -3.08
H 3.12 0.04 -4.35
C 0.31 0.04 4.43
O -0.33 0.74 3.65
N 1.17 -0.94 3.99
N 0.36 0.32 5.76
H 1.71 -1.43 4.67
H 1.34 -0.84 3.00
H 0.84 -0.32 6.36
H -0.17 1.12 6.05
C -1.65 3.18 -4.61
O -1.99 3.23 -5.78
N -0.47 3.72 -4.15
N -2.51 2.75 -3.64
H 0.12 4.16 -4.84
H -0.08 3.17 -3.40
H -3.47 2.51 -3.76
H -2.08 2.74 -2.72
O 3.56 1.68 3.32
H 2.88 2.07 2.77
H 4.29 2.30 3.29

Summary:
* charge: -1
* max |F|: 2.2 eV/A
* E_tot: -134407.247 eV


> Look up the max |F| of the first one.

2.6 eV/A